Entry 1:
{
  "formula": "C29H40N8O6PbS2Se2",
  "method": "ωB97M-V/def2-TZVPD",
  "species": ["Pb", "C", "N", "C", "C", "O", "C", "O", "C", "C", "O", "N", "C", "C", "H", "H", "H", "H", "H", "H", "H", "H", "H", "H", "H", "H", "H", "H", "H", "H", "Se", "C", "N", "C", "N", "C", "Se", "N", "C", "C", "C", "C", "C", "C", "H", "H", "H", "H", "H", "H", "H", "H", "C", "N", "C", "C", "O", "N", "C", "C", "H", "H", "H", "H", "H", "H", "H", "H", "H", "H", "H", "H", "O", "S", "O", "N", "C", "S", "C", "C", "C", "C", "C", "C", "H", "H", "H", "H"],
  "positions_angstrom": [[0.7062, -0.0981, -0.0029], [-0.5013, 3.4639, 4.4383], [-0.9202, 2.8858, 3.1647], [-1.9737, 3.6104, 2.4659], [-0.3177, 1.8529, 2.5740], [-0.6706, 1.4258, 1.4646], [0.8691, 1.2316, 3.2906], [1.2431, 0.0371, 2.6385], [2.5759, -0.3569, 2.9325], [3.4994, 0.1142, 1.8112], [2.9769, 0.6165, 0.7971], [4.8043, -0.0527, 1.9493], [5.4099, -0.7496, 3.0795], [5.6964, 0.1992, 0.8219], [0.2423, 4.2489, 4.2882], [-1.3736, 3.9012, 4.9190], [-0.0988, 2.7132, 5.1108], [-1.7392, 4.6753, 2.4628], [-2.0353, 3.2481, 1.4446], [-2.9325, 3.4639, 2.9660], [1.6853, 1.9651, 3.2750], [0.6234, 1.0122, 4.3320], [2.8825, 0.0338, 3.9034], [2.6062, -1.4453, 2.9748], [4.8279, -0.6214, 3.9873], [5.5072, -1.8123, 2.8588], [6.3962, -0.3250, 3.2539], [5.1665, 0.7514, 0.0545], [6.5540, 0.7753, 1.1654], [6.0417, -0.7527, 0.4150], [-3.5282, -2.7887, -2.1658], [-3.1259, -1.2627, -1.5656], [-2.9002, -0.1867, -1.0416], [-2.6693, 4.5548, -2.0324], [-3.4245, 3.7402, -1.0917], [-3.3648, 2.4142, -0.9677], [-2.2071, 1.2619, -1.9428], [-4.2208, 2.0197, -0.0271], [-4.8776, 3.1314, 0.4977], [-5.8420, 3.2627, 1.4863], [-6.2729, 4.5484, 1.7555], [-5.7627, 5.6578, 1.0663], [-4.8018, 5.5234, 0.0816], [-4.3711, 4.2311, -0.1848], [-1.9309, 3.9382, -2.5408], [-2.1517, 5.3467, -1.4948], [-3.3404, 4.9885, -2.7715], [-4.3185, 1.0491, 0.2373], [-6.2441, 2.4071, 2.0112], [-7.0294, 4.7028, 2.5121], [-6.1361, 6.6432, 1.3075], [-4.4182, 6.3809, -0.4539], [0.2875, -3.3432, -2.5088], [0.7405, -2.3722, -3.4925], [1.8805, -2.7984, -4.2959], [0.2218, -1.1266, -3.5229], [-0.3764, -0.6410, -2.5263], [0.3974, -0.3907, -4.6554], [0.2938, -0.9742, -5.9898], [0.1726, 1.0402, -4.5980], [-0.1381, -4.2121, -3.0164], [-0.4693, -2.9021, -1.8681], [1.1351, -3.6764, -1.9095], [2.5985, -3.2791, -3.6307], [2.3620, -1.9395, -4.7535], [1.5923, -3.5090, -5.0726], [0.0514, -2.0302, -5.9264], [1.2167, -0.8523, -6.5580], [-0.5137, -0.4773, -6.5310], [0.4761, 1.4266, -3.6273], [-0.8771, 1.2955, -4.7813], [0.7778, 1.5207, -5.3660], [3.4230, -3.1622, -1.0214], [3.0085, -3.2505, 0.3483], [3.9715, -2.9658, 1.3744], [1.6790, -2.2800, 0.5800], [0.5870, -2.9698, 0.8586], [-0.8878, -2.1723, 1.0434], [0.8078, -4.4305, 0.9398], [-0.1085, -5.4295, 1.2169], [0.3416, -6.7442, 1.2188], [1.6726, -7.0478, 0.9480], [2.5969, -6.0455, 0.6674], [2.1316, -4.7490, 0.6727], [-1.1416, -5.1845, 1.4259], [-0.3513, -7.5460, 1.4344], [1.9953, -8.0800, 0.9556], [3.6320, -6.2768, 0.4560]],
  "max_force_ev_per_a": 0.11,
  "homo_ev": -13.175,
  "homo_lumo_gap_ha": 0.2854,
  "charge": 2,
  "spin_multiplicity": 1,
  "de_lowest_ev": 0.370
}

***

Entry 2:
{
  "formula": "C29H41IIrN5",
  "method": "ωB97M-V/def2-TZVPD",
  "species": ["Ir", "C", "C", "C", "C", "C", "C", "C", "N", "C", "C", "C", "C", "C", "C", "C", "N", "C", "C", "C", "C", "H", "H", "H", "H", "H", "H", "H", "H", "H", "H", "H", "H", "H", "H", "H", "H", "H", "H", "H", "H", "H", "H", "H", "H", "I", "C", "C", "C", "C", "C", "N", "H", "H", "H", "H", "C", "C", "N", "C", "C", "N", "C", "C", "H", "H", "H", "H", "H", "H", "H", "H", "H", "H", "H", "H", "H"],
  "positions_angstrom": [[-0.8174, 0.0605, -1.4360], [5.9026, -0.6993, 0.5057], [5.3885, -0.7544, -0.9413], [5.7974, 0.5497, -1.6614], [6.0388, -1.9714, -1.6328], [3.8942, -0.8404, -1.0022], [3.2431, -1.1711, -2.2073], [1.8853, -1.0647, -2.3068], [1.1084, -0.6853, -1.2533], [1.7072, -0.5058, -0.0478], [3.0669, -0.5456, 0.0972], [0.7496, -0.3536, 1.0384], [1.0690, -0.4913, 2.3715], [0.0758, -0.4184, 3.3675], [-1.2507, -0.2313, 2.9137], [-1.4978, -0.0888, 1.5773], [-0.5221, -0.1517, 0.6366], [0.3733, -0.5182, 4.8206], [-0.3175, -1.7654, 5.4174], [1.8778, -0.5488, 5.1172], [-0.1904, 0.7587, 5.5444], [6.9899, -0.6812, 0.5003], [5.5904, -1.5780, 1.0770], [5.5848, 0.2152, 1.0167], [6.8817, 0.6513, -1.6357], [5.3584, 1.4271, -1.1797], [5.4851, 0.5466, -2.7088], [7.1075, -1.9740, -1.4316], [5.9434, -1.9267, -2.7197], [5.6222, -2.9132, -1.2715], [3.8036, -1.5036, -3.0702], [1.3848, -1.2917, -3.2377], [3.5105, -0.3458, 1.0616], [2.0939, -0.6867, 2.6520], [-2.0741, -0.1879, 3.6129], [-2.5018, 0.0760, 1.2300], [0.0894, -2.6792, 4.9792], [-1.3982, -1.7794, 5.2579], [-0.1361, -1.7808, 6.4919], [2.3309, -1.4762, 4.7504], [2.0386, -0.5291, 6.1932], [2.3915, 0.3183, 4.6941], [-1.2788, 0.8056, 5.4792], [0.2430, 1.6660, 5.1215], [0.0746, 0.6977, 6.5981], [0.0266, 1.2962, -3.7780], [-0.5782, 2.7217, -2.3814], [-0.3772, 4.0713, -2.5118], [-0.9546, 4.8863, -1.5362], [-1.6960, 4.3099, -0.5104], [-1.7857, 2.9338, -0.4326], [-1.2213, 2.1422, -1.3619], [0.2012, 4.4834, -3.3284], [-0.8207, 5.9606, -1.5888], [-2.1996, 4.9216, 0.2261], [-2.2986, 2.4453, 0.3861], [-4.9938, 0.3240, -3.2924], [-3.5282, 0.6389, -2.9047], [-2.9944, -0.3800, -1.9473], [-3.8361, -0.3646, -0.7187], [-5.3290, -0.6072, -1.0515], [-5.4319, -0.8860, -2.5197], [-4.5786, -2.0745, -2.8800], [-3.0964, -1.7220, -2.5843], [-5.1022, 0.1134, -4.3537], [-5.6615, 1.1468, -3.0465], [-3.4549, 1.6206, -2.4455], [-2.9071, 0.6343, -3.7956], [-3.7167, 0.5983, -0.2290], [-3.4764, -1.1460, -0.0538], [-5.9470, 0.2577, -0.8223], [-5.7270, -1.4595, -0.5058], [-6.4069, -1.0934, -2.7521], [-4.7319, -2.3034, -3.9316], [-4.9176, -2.9282, -2.2983], [-2.5204, -1.7103, -3.5074], [-2.6548, -2.4649, -1.9220]],
  "max_force_ev_per_a": 1.50,
  "homo_ev": -19.926,
  "homo_lumo_gap_ha": 0.2251,
  "charge": 4,
  "spin_multiplicity": 1,
  "de_lowest_ev": 1.645
}

***

Entry 3:
{
  "formula": "C29H41N12OPRbS",
  "method": "ωB97M-V/def2-TZVPD",
  "species": ["Rb", "C", "N", "C", "C", "N", "C", "P", "C", "N", "C", "C", "N", "C", "C", "N", "C", "C", "N", "C", "H", "H", "H", "H", "H", "H", "H", "H", "H", "H", "H", "H", "H", "H", "H", "C", "C", "N", "C", "C", "S", "C", "C", "N", "H", "H", "H", "H", "H", "H", "H", "H", "H", "H", "H", "H", "H", "H", "N", "C", "C", "C", "C", "C", "N", "H", "H", "H", "H", "H", "H", "N", "C", "O", "C", "C", "C", "C", "N", "C", "H", "H", "H", "H", "H", "H"],
  "positions_angstrom": [[-0.4971, 0.0635, 0.2814], [-1.9665, 6.0664, -0.5531], [-2.1373, 4.7087, -0.0466], [-3.2540, 4.2399, 0.5810], [-2.9898, 2.9360, 0.8950], [-1.7353, 2.5959, 0.4751], [-1.2431, 3.6786, -0.0912], [0.3964, 3.8725, -0.8428], [0.3072, 2.4775, -2.0422], [-0.7256, 1.6580, -2.1448], [-0.5501, 0.9665, -3.3125], [0.5973, 1.3671, -3.9283], [1.1300, 2.3411, -3.1280], [2.3571, 3.0607, -3.4216], [1.4222, 3.3828, 0.6138], [0.9322, 3.0672, 1.7970], [1.9892, 3.1188, 2.6695], [3.1305, 3.4625, 2.0060], [2.7645, 3.6442, 0.6995], [3.6540, 4.0846, -0.3626], [-2.8925, 6.6069, -0.3790], [-1.7608, 6.0563, -1.6207], [-1.1584, 6.5745, -0.0319], [-4.1163, 4.8630, 0.7450], [-3.6366, 2.2370, 1.4008], [-1.2636, 0.2309, -3.6466], [1.0742, 1.0611, -4.8442], [2.4471, 3.1826, -4.4983], [3.2252, 2.5205, -3.0463], [2.3120, 4.0490, -2.9705], [1.8664, 2.9388, 3.7261], [4.1458, 3.6096, 2.3345], [4.4930, 4.6176, 0.0768], [3.1219, 4.7685, -1.0205], [4.0296, 3.2403, -0.9378], [2.9801, -0.8598, 2.5021], [2.7705, -2.3211, 2.0781], [1.6108, -2.4834, 1.2189], [0.7045, -3.5668, 1.5448], [-0.1125, -3.3160, 2.8169], [-1.1015, -1.7944, 2.7723], [-0.3847, -0.7414, 4.0723], [1.1359, -0.6581, 4.1127], [1.7314, -0.2165, 2.8626], [3.4106, -0.2965, 1.6673], [3.7285, -0.8384, 3.3078], [2.6353, -2.9375, 2.9710], [3.6878, -2.6896, 1.6075], [1.8437, -2.5121, 0.2371], [1.2149, -4.5336, 1.6713], [0.0214, -3.6872, 0.6995], [0.5277, -3.2977, 3.6986], [-0.7895, -4.1584, 2.9701], [-0.7669, -1.0472, 5.0466], [-0.8044, 0.2465, 3.8621], [1.5391, -1.6398, 4.3663], [1.4117, -0.0143, 4.9578], [1.8179, 0.7888, 2.8296], [2.9660, -0.5518, -1.6625], [2.1034, -1.3425, -2.4182], [2.4586, -1.7736, -3.6999], [1.5399, -2.5060, -4.4180], [0.2946, -2.7916, -3.8612], [0.0421, -2.3217, -2.5912], [0.9237, -1.6118, -1.8733], [3.9488, -0.6701, -1.8509], [2.7509, -0.5375, -0.6761], [3.4322, -1.5357, -4.1097], [1.7890, -2.8575, -5.4115], [-0.4498, -3.3636, -4.3961], [-0.9157, -2.5066, -2.1134], [-3.7654, -5.3716, 1.6489], [-4.5935, -5.0375, 0.6226], [-5.4806, -5.7660, 0.2318], [-4.3952, -3.6788, 0.0078], [-5.4408, -3.1313, -0.7214], [-5.2824, -1.8770, -1.2788], [-4.0737, -1.2210, -1.1019], [-3.0470, -1.7461, -0.4311], [-3.2217, -2.9510, 0.1125], [-3.9491, -6.2442, 2.1149], [-3.2043, -4.6866, 2.1215], [-6.3554, -3.6999, -0.8278], [-6.0777, -1.4078, -1.8414], [-3.9149, -0.2335, -1.5231], [-2.3630, -3.3521, 0.6423]],
  "max_force_ev_per_a": 0.53,
  "homo_ev": -10.843,
  "homo_lumo_gap_ha": 0.3260,
  "charge": 1,
  "spin_multiplicity": 1,
  "de_lowest_ev": 0.639
}